Computed, not measured: a 11-piece molecular cluster, C24H69N11O11 overall at a distorted geometry, with wB97M-V/def2-TZVPD.

For the energy relative to the best compared isomer or geometry (same formula, charge and spin), the calculation gives 673.2 kJ/mol. For the molecular weight, the calculation gives 687.88 g mol⁻¹. The value obtained for the LUMO energy is -0.753 eV. Its SMILES is CC1(C)CCCC(C)(C)N1O.NC(N)=O.NC(N)=O.NC(N)=O.NC(N)=O.NC(N)=O.CCO.CCO.CCO.CCO.CCO. The value obtained for the calculated total energy is -2385.7106 Eh. As for the net charge: 0.

Structure (XYZ):
```
115
C24H69N11O11 | OMol25 | wB97M-V/def2-TZVPD
C 3.71119 -0.84578 0.62738
C 4.37592 -2.29280 0.77087
C 5.58403 -2.15023 1.75967
C 3.36564 -3.24629 1.47487
C 3.73126 -4.77507 1.42043
C 3.93727 -5.11141 -0.05247
C 5.09793 -4.25165 -0.70789
C 6.46005 -4.79155 -0.09959
C 5.02606 -4.54717 -2.26125
N 4.81146 -2.78551 -0.55035
O 5.85215 -2.11530 -1.19043
H 3.62981 -0.47771 1.65012
H 4.34837 -0.11607 0.12777
H 2.78212 -0.90420 0.06036
H 6.25042 -3.00466 1.87793
H 6.18102 -1.33751 1.34591
H 5.28268 -1.81199 2.75108
H 3.23992 -3.02571 2.53488
H 2.35871 -3.19429 1.06074
H 4.58559 -5.04655 2.04053
H 2.94017 -5.36320 1.88558
H 3.04146 -4.74495 -0.55380
H 4.23080 -6.14345 -0.24438
H 6.69009 -5.82934 -0.34080
H 6.57172 -4.77236 0.98450
H 7.32255 -4.31971 -0.57031
H 5.50247 -5.52639 -2.30890
H 5.40663 -3.88360 -3.03773
H 3.98359 -4.67415 -2.55319
H 5.44784 -1.57629 -1.87425
N 0.01141 1.04392 -1.19532
C -1.26104 0.90479 -1.45951
N -1.96735 0.43451 -0.46636
O -1.72136 1.18656 -2.55328
H 0.50613 1.68208 -1.80206
H 0.63434 0.58121 -0.54883
H -1.61160 0.31097 0.47080
H -2.96425 0.35754 -0.60905
N -4.11652 1.01874 4.18755
C -4.83423 0.49313 3.27683
N -4.41031 0.78020 2.09525
O -5.63939 -0.31844 3.52885
H -3.35978 1.67430 4.05447
H -4.37950 0.60591 5.07100
H -4.92567 0.49063 1.27632
H -3.54845 1.30465 2.04775
N -0.67620 -0.03982 3.48067
C 0.02057 -0.60223 2.61185
N 1.16430 -1.02140 3.06643
O -0.34925 -0.87182 1.44910
H -1.55100 0.42051 3.27355
H -0.17010 0.03091 4.35185
H 1.71139 -1.61475 2.45921
H 1.26984 -0.69749 4.01725
N -3.37974 2.81075 -4.12408
C -2.71731 3.82220 -4.60507
N -1.50318 3.63406 -4.26361
O -3.15629 4.74189 -5.28148
H -4.38405 2.82938 -4.01862
H -2.98707 2.18862 -3.43208
H -0.85259 4.36430 -4.51576
H -1.30111 2.71974 -3.88510
N 1.36135 4.06357 0.68366
C 1.69413 5.14252 1.22287
N 2.78427 5.02300 1.95169
O 1.25670 6.25181 0.91469
H 1.42701 3.16384 1.13784
H 0.71731 4.13697 -0.09088
H 3.06690 4.09518 2.23343
H 3.10415 5.87750 2.38481
C -6.57194 3.16263 -0.72576
C -5.31604 2.64436 -1.42188
O -5.77034 1.82129 -2.49304
H -7.13028 2.34238 -0.27458
H -7.22027 3.69741 -1.41987
H -6.22663 3.85898 0.03841
H -4.66502 2.21792 -0.65872
H -4.78424 3.47602 -1.88407
H -6.60037 2.06229 -2.91086
C 3.86639 3.11788 -1.76958
C 3.04881 2.03173 -2.53449
O 1.76745 2.63981 -2.65203
H 4.91650 2.84091 -1.86264
H 3.62685 3.12782 -0.70628
H 3.73997 4.06756 -2.28940
H 2.86633 1.10504 -1.99039
H 3.40074 1.83092 -3.54638
H 1.92949 3.56929 -2.82925
C -1.87321 4.78439 2.18260
C -1.23278 3.32458 2.20561
O -2.11015 2.42930 2.91385
H -2.26450 4.93359 3.18894
H -2.66167 4.77546 1.43003
H -1.21552 5.64955 2.09883
H -0.24558 3.30866 2.66745
H -0.99096 2.88312 1.23880
H -1.71656 2.52743 3.78394
C -5.65597 -3.11039 -0.56551
C -5.77936 -1.56415 -0.28872
O -4.99793 -0.87823 -1.24873
H -5.96765 -3.40619 -1.56725
H -6.45272 -3.58659 0.00592
H -4.70202 -3.55923 -0.28871
H -5.58006 -1.25468 0.73724
H -6.83979 -1.33946 -0.40317
H -5.26872 -0.42205 -2.04883
C -0.32136 -4.86587 -1.35710
C -0.72566 -3.50322 -0.78615
O 0.43203 -2.64709 -0.54730
H 0.42236 -5.36363 -0.73483
H -0.05459 -4.84799 -2.41380
H -1.19732 -5.49928 -1.21721
H -1.44568 -3.71092 0.00539
H -1.27945 -3.01796 -1.58985
H 0.13607 -2.00843 0.10549
```